[1]
Density functional theory data (wB97M-V/def2-TZVPD) for the molecule C7H10 in a non-equilibrium geometry.

Positions of all 17 atoms, in Å:
C (-1.19, 0.49, 1.31)
C (0.36, 0.43, 1.33)
C (-0.11, 0.43, -1.33)
C (1.32, 0.36, -1.12)
C (1.31, -0.30, 0.27)
C (-0.91, -0.60, -1.60)
C (-1.72, -1.46, -1.95)
H (-1.57, 1.19, 0.56)
H (-1.55, 0.84, 2.29)
H (-1.64, -0.48, 1.13)
H (0.74, 1.46, 1.46)
H (0.62, -0.12, 2.23)
H (1.78, -0.22, -1.92)
H (1.77, 1.35, -1.10)
H (2.31, -0.19, 0.71)
H (1.09, -1.38, 0.17)
H (-2.61, -1.79, -2.43)

multiplicity = 1
energy relative to the best compared isomer or geometry (same formula, charge and spin) = 534.2 kJ/mol
HOMO-LUMO gap (spin up / spin down) = 7.1 / 7.0 eV
E_HOMO (spin up / spin down) = -7.83 / -7.79 eV
lowest unoccupied orbital energy (spin up / spin down) = -0.7803 / -0.7485 eV
F_max = 1.2 eV Å⁻¹

[2]
Density functional theory data (wB97M-V/def2-TZVPD) for the molecule C7H10.

Positions of all 17 atoms, in Å:
C (-0.23, -1.05, 0.95)
C (-2.34, -0.07, -0.25)
C (-1.11, -0.56, -0.19)
C (1.16, 1.90, 0.04)
C (1.52, 0.71, 0.52)
C (1.00, -0.63, 0.08)
C (0.06, -0.62, -1.15)
H (-0.30, -2.13, 1.08)
H (-0.35, -0.56, 1.92)
H (-2.97, -0.03, 0.63)
H (-2.74, 0.32, -1.18)
H (0.48, 2.01, -0.79)
H (1.53, 2.82, 0.49)
H (2.20, 0.67, 1.38)
H (1.81, -1.37, 0.04)
H (0.18, 0.18, -1.89)
H (0.09, -1.58, -1.68)

multiplicity = 1
energy relative to the best compared isomer or geometry (same formula, charge and spin) = 185.4 kJ/mol
HOMO-LUMO gap = 10.4 eV
E_HOMO = -9.34 eV
lowest unoccupied orbital energy = 1.1108 eV
F_max = 0.3 eV Å⁻¹

[3]
Density functional theory data (wB97M-V/def2-TZVPD) for a structure of composition C7H10 in a non-equilibrium geometry.

Positions of all 17 atoms, in Å:
C (-1.98, 0.56, -0.14)
C (-1.21, -0.75, -0.16)
C (0.21, -0.84, -0.72)
C (1.18, 0.34, -0.88)
C (1.72, 0.41, 0.55)
C (0.66, -0.09, 1.43)
C (-0.08, -1.02, 0.75)
H (-2.47, 0.73, -1.11)
H (-2.77, 0.53, 0.62)
H (-1.35, 1.42, 0.07)
H (-1.83, -1.60, -0.43)
H (0.40, -1.72, -1.33)
H (0.72, 1.28, -1.24)
H (1.99, 0.11, -1.58)
H (2.29, 1.33, 0.85)
H (0.63, 0.22, 2.47)
H (1.87, -0.90, 0.86)

multiplicity = 1
energy relative to the best compared isomer or geometry (same formula, charge and spin) = 512.8 kJ/mol
HOMO-LUMO gap = 8.1 eV
E_HOMO = -7.34 eV
lowest unoccupied orbital energy = 0.8097 eV
F_max = 4.3 eV Å⁻¹

[4]
Density functional theory data (wB97M-V/def2-TZVPD) for the molecule C7H10.

Positions of all 17 atoms, in Å:
C (2.15, -0.03, 0.30)
C (0.68, -0.02, -0.09)
C (-0.33, -0.90, 0.67)
C (-1.63, -0.40, -0.03)
C (-1.59, -1.07, -1.38)
C (-1.37, 1.10, 0.00)
C (-0.06, 1.32, -0.05)
H (2.71, 0.57, -0.43)
H (2.35, 0.37, 1.30)
H (2.54, -1.05, 0.24)
H (-0.37, -0.61, 1.73)
H (-0.15, -1.98, 0.60)
H (-2.53, -0.77, 0.48)
H (-1.34, -0.27, -2.11)
H (0.65, -0.39, -1.13)
H (-2.16, 1.85, 0.00)
H (0.45, 2.28, -0.08)

multiplicity = 1
energy relative to the best compared isomer or geometry (same formula, charge and spin) = 459.3 kJ/mol
HOMO-LUMO gap (spin up / spin down) = 8.1 / 8.2 eV
E_HOMO (spin up / spin down) = -8.44 / -8.47 eV
lowest unoccupied orbital energy (spin up / spin down) = -0.3050 / -0.3148 eV
F_max = 0.5 eV Å⁻¹